Entry 1:
C2H14F6LiNO11S2 as an isolated structure at a distorted geometry. Source: OMol25; level of theory: ωB97M-V/def2-TZVPD.

Values from the calculation:
E ... -64493.528 eV
LUMO ... -0.934 eV
Molecular weight ... 413.19 g mol⁻¹
Gap between HOMO and LUMO ... 0.32827 Eh
Charge ... 0

CARTESIAN COORDINATES (ANGSTROEM)
Li -1.49461 -1.53911 -0.58687
C 1.52250 1.23022 -1.99668
F 2.42688 2.11018 -1.46969
F 0.32259 1.81424 -2.26158
F 2.02277 0.66903 -3.12299
S 1.12926 -0.24161 -0.76298
O 1.01885 -1.47701 -1.51118
O 2.31646 -0.25715 0.13452
N -0.48876 0.01777 -0.05512
S -0.06926 0.42453 1.39122
O 0.33536 -0.74772 2.17766
O 0.78666 1.65818 1.38224
C -1.79725 0.88873 2.29254
F -2.46119 1.83675 1.63009
F -2.47769 -0.23144 2.47297
F -1.54372 1.43509 3.54506
O -3.39713 -1.66547 -0.29304
H -4.18601 -1.84632 -0.80412
H -3.61767 -1.94457 0.59561
O -2.56963 3.90532 -0.18644
H -2.78211 3.62990 0.70531
H -2.54661 3.09153 -0.68989
O 2.34572 -3.10724 -3.20402
H 1.69990 -2.44104 -2.96881
H 3.10398 -2.91130 -2.65368
O -1.51208 -1.56316 -2.49803
H -1.92356 -0.91545 -3.07020
H -1.05348 -2.15409 -3.09529
O -2.14234 1.51652 -1.61041
H -1.62043 1.00108 -0.99546
H -1.50067 1.89441 -2.21181
O 2.78882 -1.19135 4.70239
H 3.26543 -0.96322 3.90425
H 1.93978 -1.50698 4.39299
O 4.09342 -0.33366 2.57713
H 4.28708 0.58781 2.40503
H 3.77892 -0.67333 1.73930

Entry 2:
C37H41BCl52FN2O7S as an isolated structure at a distorted geometry. Source: OMol25; level of theory: ωB97M-V/def2-TZVPD.

Values from the calculation:
E ... -721722.943 eV
LUMO ... -4.142 eV
Molecular weight ... 2531.17 g mol⁻¹
Gap between HOMO and LUMO ... 0.26291 Eh
Charge ... +1

CARTESIAN COORDINATES (ANGSTROEM)
C -3.26937 6.03154 2.47648
C -2.96103 4.48978 2.10735
C -3.48210 4.06538 0.62629
C -4.17558 2.61326 0.66164
C -3.41233 1.47038 -0.17544
C -2.94410 0.21290 0.70869
C -1.36611 0.20408 1.05894
C -0.77516 1.63809 1.46302
C 0.82951 1.69799 1.61259
C 1.58140 0.32898 1.31534
C 2.13746 -0.44510 2.56797
C 1.93093 0.07282 4.07589
C 3.33253 0.70758 4.55823
C 3.18411 2.14467 5.28723
S 4.89348 2.59917 5.88637
C 2.91747 -1.75950 2.34900
C 3.58330 -2.63010 3.53678
O 4.78010 -2.32224 3.79447
O 2.88743 -3.67453 4.18490
B 2.79478 -3.47757 5.61752
O 3.84668 -3.03522 6.49086
O 1.52241 -3.81000 6.24273
C 1.06712 -2.66593 7.05046
C -0.52198 -2.50226 6.71732
C 3.12219 -2.30632 0.91686
O 3.86154 -3.52430 0.73556
N 5.18449 -3.25634 0.39908
O 5.61360 -4.32318 0.07391
C 2.52977 -1.45732 -0.25787
C 2.81601 -2.05288 -1.73632
C 1.67542 -3.12396 -2.15589
F 0.62333 -3.02070 -1.17422
N 1.80693 -0.20661 -0.02772
C 1.28418 0.61466 -1.18886
C 2.29093 1.82432 -1.56348
O 1.48263 2.85732 -2.20036
H -3.47281 6.69114 1.56955
H -4.11771 6.10475 3.25886
H -2.33398 6.45652 3.00797
H -3.44984 3.85988 2.94129
H -1.83143 4.31398 2.14913
H -4.30480 4.82180 0.32391
H -2.65127 4.18383 -0.14785
H -4.22803 2.24737 1.75192
H -5.26359 2.72108 0.30143
H -2.49739 1.91595 -0.72592
H -4.13604 1.13953 -1.01387
H -3.18624 -0.72938 0.08174
H -3.62008 0.17668 1.63095
H -1.24595 -0.49561 1.96482
H -0.84417 -0.30811 0.18309
H -1.08894 2.50134 0.78797
H -1.20854 1.88290 2.50700
H 1.20998 2.45738 0.82462
H 1.07005 2.16561 2.62579
H 1.68605 -0.82908 4.75890
H 1.03071 0.78085 4.18509
H 3.88989 -0.05994 5.20307
H 3.96947 0.86496 3.60652
H 2.84791 2.91948 4.51631
H 2.48481 2.05380 6.18299
H 4.86807 2.77491 7.26513
H 3.91419 -2.04711 6.50951
H 1.25031 -2.91757 8.16096
H 1.66564 -1.71575 6.80756
H -0.64992 -1.62110 6.00521
H -0.85609 -3.46842 6.20428
H -1.03962 -2.38024 7.72511
H 3.85509 -2.54719 -1.67525
H 2.89939 -1.16059 -2.45425
H 1.27540 -2.88758 -3.19746
H 2.14221 -4.16136 -2.07895
H 1.08495 -0.01189 -2.12081
H 0.27584 1.11686 -0.92639
H 3.05924 1.45579 -2.33573
H 2.78916 2.19456 -0.60275
H 1.02021 2.37338 -2.92638
C 4.63285 -1.83772 10.03691
Cl 5.44356 -1.64629 11.60501
Cl 5.34826 -3.20629 9.16155
Cl 2.90146 -2.13971 10.29957
Cl 4.83606 -0.35268 9.07879
C -3.74828 1.26344 5.37470
Cl -4.95930 1.50859 4.09614
Cl -4.31864 0.01186 6.49826
Cl -2.21139 0.74602 4.64371
Cl -3.49978 2.78530 6.25801
C 3.79540 -4.99758 -5.11990
Cl 4.92895 -5.69451 -6.29435
Cl 2.28476 -5.93186 -5.12648
Cl 4.51810 -5.05045 -3.49547
Cl 3.44879 -3.31032 -5.55949
C -7.09022 4.53483 6.30723
Cl -8.82008 4.87627 6.51745
Cl -6.61884 4.87458 4.62720
Cl -6.14532 5.56211 7.40656
Cl -6.77395 2.82615 6.67615
C 2.95684 2.63153 -5.53339
Cl 1.22553 2.97486 -5.30083
Cl 3.40599 2.98582 -7.21259
Cl 3.91489 3.64745 -4.43618
Cl 3.27771 0.91829 -5.18371
C 0.07921 -1.11782 -6.47948
Cl 1.21529 -1.81264 -7.66043
Cl -1.42980 -2.05333 -6.48771
Cl 0.80611 -1.17989 -4.85666
Cl -0.26669 0.57214 -6.89461
C -5.35913 -3.70430 -0.33216
Cl -5.29464 -4.61748 1.19032
Cl -6.03101 -2.08770 -0.02512
Cl -3.71801 -3.54678 -0.99814
Cl -6.39001 -4.56285 -1.49541
C -1.67465 -6.68734 4.44782
Cl -1.56077 -6.77138 2.67628
Cl -1.66838 -8.33143 5.12030
Cl -0.28846 -5.77916 5.08840
Cl -3.18247 -5.86555 4.90580
C 6.15023 0.60614 -0.21440
Cl 6.10007 -1.12918 0.16979
Cl 5.81623 0.83885 -1.94519
Cl 4.92075 1.45780 0.74815
Cl 7.75692 1.25712 0.17153
C -1.93208 -0.16599 -10.97146
Cl -3.49017 0.12921 -10.16988
Cl -0.73979 -0.70345 -9.76746
Cl -2.13197 -1.42389 -12.21001
Cl -1.36594 1.33330 -11.73684
C -8.44052 -6.35542 -4.55769
Cl -7.70299 -7.80764 -5.26637
Cl -9.93517 -5.96266 -5.43315
Cl -8.81774 -6.65704 -2.84769
Cl -7.30532 -4.99331 -4.68287
C -1.41746 3.30927 -15.65468
Cl -1.30204 3.16705 -17.42154
Cl -1.39386 1.68874 -14.92635
Cl -0.04001 4.25184 -15.04484
Cl -2.93332 4.12951 -15.22398
C 2.65992 7.15726 -8.28207
Cl 1.43424 7.41399 -9.54166
Cl 2.10133 5.89679 -7.16058
Cl 4.18529 6.64408 -9.03512
Cl 2.91944 8.67118 -7.39009

Entry 3:
The molecule C4H8OS at a distorted geometry. Source: OMol25; level of theory: ωB97M-V/def2-TZVPD.

Values from the calculation:
E ... -17158.128 eV
SMILES ... CC(=O)CCS
LUMO ... 0.629 eV
Molecular weight ... 104.17 g mol⁻¹
Relative energy (zero: lowest compared OMol25 entry of this formula, charge and spin) ... 224.1 kJ/mol
Gap between HOMO and LUMO ... 0.36139 Eh
Charge ... 0

CARTESIAN COORDINATES (ANGSTROEM)
C -2.07278 -0.79815 -0.12613
C -1.04966 0.43987 -0.11994
O -1.33214 1.65074 -0.29883
C 0.31629 -0.10517 -0.16666
C 1.30474 0.92383 0.15038
S 3.01383 0.08342 -0.30879
H -2.14978 -1.40494 0.67211
H -3.11570 -0.29583 -0.18367
H -1.87998 -1.25652 -1.06440
H 0.23750 -0.93246 0.54880
H 0.79888 -0.46365 -1.02200
H 1.25203 2.03427 -0.12668
H 1.51143 0.97807 1.39693
H 3.16534 -0.85347 0.64888